*i*
140
Properties=species:S:1:pos:R:3:mulliken_charge:R:1 method="wB97M-V/def2-TZVPD" gap_ha=0.421
C -0.56 4.17 -1.87 -1.0161
C 0.55 3.62 -2.76 0.1777
O 0.01 2.45 -3.41 -0.0839
C 0.71 1.98 -4.44 0.2119
O 1.62 2.52 -4.98 -0.5730
C 0.23 0.57 -4.85 0.9940
F -0.17 0.65 -6.13 -0.3079
F 1.24 -0.31 -4.78 -0.2224
F -0.75 0.09 -4.10 -0.2223
H -0.18 4.98 -1.25 0.3765
H -0.85 3.34 -1.22 -0.0212
H -1.31 4.44 -2.60 0.4347
H 1.38 3.25 -2.16 -0.3101
H 0.84 4.36 -3.50 0.5644
C 5.51 4.13 2.12 -0.7714
C 5.16 3.98 3.60 -0.3199
O 5.52 2.66 4.05 -0.3142
C 4.71 1.67 3.84 0.3830
O 3.63 1.72 3.34 -0.4832
C 5.24 0.34 4.41 0.8305
F 6.58 0.37 4.57 -0.2477
F 4.73 0.13 5.65 -0.2682
F 4.87 -0.67 3.63 -0.1952
H 5.32 5.16 1.81 0.4470
H 4.95 3.43 1.52 -0.0851
H 6.57 3.90 2.02 0.3666
H 4.09 4.13 3.77 0.2796
H 5.67 4.72 4.21 0.3438
C 4.19 2.53 -1.98 -0.1568
C 5.55 2.19 -1.38 -0.5060
O 6.43 3.26 -1.65 -0.2005
C 7.72 3.04 -1.41 0.3014
O 8.21 1.97 -1.23 -0.5129
C 8.59 4.31 -1.56 0.9104
F 9.04 4.74 -0.37 -0.2499
F 9.62 4.03 -2.35 -0.2441
F 7.89 5.31 -2.11 -0.2411
H 3.81 3.35 -1.38 0.1075
H 3.48 1.70 -2.01 -0.1059
H 4.30 2.80 -3.03 0.3617
H 5.92 1.23 -1.76 0.4226
H 5.47 1.97 -0.32 0.1614
C 3.20 -2.66 -0.01 -1.1031
C 1.92 -3.25 0.55 0.2924
O 1.35 -2.47 1.62 0.0282
C 0.17 -2.84 2.12 -0.0718
O -0.53 -3.71 1.71 -0.4577
C -0.19 -1.98 3.32 1.0526
F 0.69 -1.03 3.59 -0.2177
F -1.38 -1.38 3.10 -0.2364
F -0.34 -2.76 4.39 -0.2976
H 4.00 -2.76 0.72 0.4364
H 3.15 -1.63 -0.35 0.0054
H 3.42 -3.28 -0.88 0.2387
H 2.03 -4.28 0.90 0.5497
H 1.20 -3.24 -0.27 -0.3397
C 3.47 -2.18 -3.91 -0.5304
C 3.11 -3.61 -4.31 -0.3593
O 1.78 -3.72 -4.79 -0.2972
C 0.82 -3.75 -3.89 0.4224
O 0.95 -3.75 -2.70 -0.4814
C -0.57 -3.79 -4.55 0.7448
F -1.12 -2.58 -4.65 -0.1473
F -0.49 -4.38 -5.75 -0.2738
F -1.41 -4.54 -3.82 -0.2454
H 2.76 -1.76 -3.21 -0.2074
H 3.56 -1.51 -4.77 0.3278
H 4.45 -2.05 -3.45 0.4725
H 3.17 -4.26 -3.44 0.2277
H 3.90 -3.97 -4.97 0.4188
C -8.46 3.57 -1.86 -1.2045
C -7.22 3.40 -2.71 -0.2465
O -6.25 2.64 -1.99 -0.1828
C -5.01 2.66 -2.43 -0.0324
O -4.65 3.25 -3.41 -0.5446
C -4.03 1.93 -1.50 1.1666
F -3.50 2.85 -0.68 -0.2548
F -4.66 1.00 -0.77 -0.2685
F -3.02 1.35 -2.16 -0.1746
H -8.96 2.64 -1.60 0.3182
H -9.10 4.24 -2.42 0.3799
H -8.22 4.05 -0.91 0.3182
H -6.89 4.38 -3.07 0.3415
H -7.51 2.88 -3.63 0.2888
C -2.78 -4.71 6.64 -1.3819
C -2.75 -4.63 5.12 -0.0270
O -3.38 -3.45 4.69 -0.2202
C -4.04 -3.46 3.54 0.5228
O -4.13 -4.42 2.82 -0.5602
C -4.73 -2.15 3.11 0.8274
F -4.79 -1.31 4.16 -0.2877
F -4.09 -1.57 2.11 -0.1176
F -5.98 -2.44 2.75 -0.2716
H -2.43 -5.69 6.98 0.3938
H -3.79 -4.64 7.03 0.3282
H -2.22 -3.87 7.05 0.3183
H -3.26 -5.53 4.76 0.3008
H -1.74 -4.77 4.74 0.2368
C -2.30 3.51 2.46 -0.6817
C -1.62 4.58 3.32 -0.4571
O -0.29 4.78 2.78 -0.2402
C -0.12 5.71 1.87 0.4763
O -1.00 6.24 1.26 -0.5690
C 1.37 6.06 1.70 0.8391
F 1.94 5.24 0.82 -0.2116
F 1.46 7.33 1.31 -0.2637
F 2.06 5.95 2.84 -0.2529
H -2.56 3.91 1.48 0.1971
H -3.28 3.30 2.89 0.4703
H -1.71 2.60 2.35 0.0540
H -1.54 4.15 4.31 0.3327
H -2.19 5.51 3.32 0.3829
C -2.09 -6.72 0.45 -1.1730
C -2.58 -5.91 -0.75 0.2815
O -3.72 -5.14 -0.46 -0.0555
C -4.95 -5.60 -0.69 0.2720
O -5.17 -6.72 -1.04 -0.5388
C -6.07 -4.58 -0.38 0.8519
F -5.56 -3.43 0.04 -0.1774
F -6.72 -4.35 -1.53 -0.2841
F -6.93 -5.07 0.50 -0.2614
H -1.25 -7.36 0.21 0.4022
H -2.92 -7.32 0.83 0.3972
H -1.86 -6.06 1.29 0.1061
H -2.73 -6.58 -1.61 0.4396
H -1.72 -5.34 -1.10 -0.1983
C -2.38 -1.91 -0.58 -0.9689
C -1.04 -1.47 -1.13 1.1649
O -0.55 -0.47 -0.24 0.6102
C 0.59 0.10 -0.47 0.2579
O 1.32 -0.04 -1.42 -0.4215
C 1.06 1.07 0.62 0.5354
F 2.32 0.80 0.97 -0.1921
F 0.97 2.34 0.17 -0.0518
F 0.33 1.03 1.75 -0.2457
H -3.12 -1.15 -0.85 0.0760
H -2.33 -2.03 0.50 -0.1015
H -2.66 -2.85 -1.06 0.3421
H -1.20 -1.11 -2.15 0.0953
H -0.32 -2.28 -1.20 -1.1720



*ii*
140
Properties=species:S:1:pos:R:3:mulliken_charge:R:1 method="wB97M-V/def2-TZVPD" gap_ha=0.412
C -10.76 4.30 1.65 -1.0867
C -10.80 2.98 2.40 -0.2313
O -9.63 2.20 2.18 -0.2816
C -8.63 2.38 3.03 0.1648
O -8.66 3.00 4.05 -0.5172
C -7.32 1.73 2.51 1.1030
F -6.99 0.68 3.28 -0.2588
F -7.44 1.31 1.25 -0.2572
F -6.36 2.65 2.58 -0.2716
H -10.73 4.10 0.58 0.2964
H -9.84 4.87 1.83 0.3030
H -11.62 4.91 1.90 0.3712
H -11.67 2.40 2.08 0.3114
H -10.98 3.13 3.46 0.3405
C 1.04 0.60 0.48 -0.1282
C 0.23 0.85 1.74 -0.0398
O -1.14 0.61 1.46 -0.2267
C -1.83 1.49 0.78 0.4708
O -1.42 2.51 0.31 -0.5831
C -3.29 1.04 0.58 0.7988
F -3.53 0.92 -0.73 -0.2392
F -3.52 -0.13 1.15 -0.2319
F -4.13 1.93 1.10 -0.2703
H 2.12 0.72 0.57 -0.1025
H 0.78 1.35 -0.26 0.2199
H 0.85 -0.40 0.08 -0.0157
H 0.38 1.87 2.09 0.3356
H 0.54 0.18 2.54 -0.0871
C 4.93 2.14 -0.74 -0.1707
C 6.31 2.00 -0.18 -0.4935
O 7.37 2.14 -1.13 -0.3130
C 7.54 3.32 -1.67 0.3360
O 7.01 4.34 -1.37 -0.5049
C 8.61 3.27 -2.79 0.8196
F 8.22 4.06 -3.79 -0.2237
F 9.78 3.77 -2.33 -0.2694
F 8.84 2.05 -3.24 -0.2437
H 4.67 1.49 -1.58 0.4905
H 4.67 3.15 -1.06 0.2598
H 4.22 1.94 0.07 -0.3574
H 6.45 1.03 0.31 0.3339
H 6.46 2.74 0.61 0.3056
C -8.55 -3.72 5.27 -1.0847
C -7.24 -2.97 5.31 -0.0437
O -6.32 -3.54 4.34 -0.2951
C -6.37 -3.04 3.12 0.2289
O -7.12 -2.21 2.71 -0.5222
C -5.34 -3.72 2.19 1.0743
F -4.34 -4.30 2.85 -0.2708
F -5.98 -4.66 1.47 -0.2857
F -4.83 -2.84 1.34 -0.2501
H -8.98 -3.61 4.27 0.3153
H -9.29 -3.13 5.83 0.3654
H -8.50 -4.74 5.61 0.2981
H -6.73 -3.03 6.26 0.3108
H -7.37 -1.92 5.07 0.1582
C 2.89 -0.82 -2.69 -0.6315
C 2.23 -1.57 -3.81 0.0727
O 3.24 -2.09 -4.73 -0.3244
C 2.81 -2.56 -5.86 0.2922
O 1.68 -2.71 -6.22 -0.4992
C 3.99 -2.86 -6.82 0.8696
F 3.55 -3.35 -7.97 -0.2326
F 4.64 -1.71 -7.08 -0.2571
F 4.87 -3.72 -6.29 -0.2610
H 3.30 0.13 -3.01 0.2760
H 3.69 -1.39 -2.22 0.4508
H 2.17 -0.65 -1.90 -0.0890
H 1.59 -0.92 -4.41 0.2890
H 1.68 -2.43 -3.45 0.0703
C -1.30 -7.03 -3.10 -1.1424
C -1.79 -6.50 -1.76 -0.2207
O -1.33 -5.15 -1.65 -0.1462
C -1.76 -4.47 -0.61 -0.0454
O -2.42 -4.89 0.29 -0.5305
C -1.38 -2.98 -0.72 1.1837
F -1.02 -2.49 0.46 -0.2435
F -0.37 -2.79 -1.58 -0.2016
F -2.44 -2.30 -1.16 -0.2592
H -1.42 -8.11 -3.14 0.3954
H -0.25 -6.80 -3.23 0.3069
H -1.85 -6.58 -3.92 0.2248
H -1.45 -7.13 -0.94 0.3218
H -2.88 -6.50 -1.76 0.3200
C 6.27 5.54 4.51 -1.2445
C 5.28 5.06 3.49 -0.0660
O 4.92 3.71 3.83 -0.2095
C 4.14 3.06 3.01 0.0862
O 3.73 3.43 1.94 -0.5240
C 3.70 1.70 3.59 1.2147
F 4.52 1.30 4.56 -0.2761
F 2.46 1.79 4.09 -0.2667
F 3.65 0.77 2.64 -0.2245
H 5.82 5.73 5.49 0.3206
H 6.79 6.43 4.17 0.3828
H 7.02 4.76 4.69 0.3208
H 5.67 5.11 2.47 0.2068
H 4.39 5.70 3.47 0.3107
C 5.31 5.92 -3.74 -0.9641
C 3.85 6.17 -4.03 -0.3157
O 2.97 5.34 -3.26 -0.2597
C 2.88 4.07 -3.58 0.3262
O 3.54 3.47 -4.37 -0.5743
C 1.73 3.40 -2.81 0.9464
F 0.66 3.27 -3.59 -0.2679
F 2.10 2.18 -2.41 -0.0854
F 1.38 4.09 -1.72 -0.2677
H 5.98 6.55 -4.32 0.4611
H 5.56 4.89 -3.98 0.2275
H 5.54 6.10 -2.69 0.2325
H 3.67 6.01 -5.09 0.3123
H 3.57 7.20 -3.82 0.3440
C -2.56 -2.96 -7.17 -1.2112
C -2.81 -3.22 -5.70 -0.1160
O -3.00 -1.98 -5.00 -0.2949
C -1.93 -1.44 -4.46 0.2217
O -0.80 -1.82 -4.57 -0.3909
C -2.25 -0.14 -3.72 0.8297
F -1.93 0.91 -4.53 -0.2867
F -3.55 0.01 -3.46 -0.2763
F -1.53 0.01 -2.62 -0.0332
H -2.29 -3.90 -7.67 0.3631
H -1.72 -2.28 -7.29 0.3432
H -3.46 -2.59 -7.66 0.3320
H -2.01 -3.83 -5.28 0.2140
H -3.74 -3.78 -5.59 0.3466
C 1.74 -2.14 4.18 -0.8089
C 3.21 -2.08 4.53 0.0009
O 3.39 -2.31 5.94 -0.3089
C 3.66 -3.54 6.33 0.3421
O 3.86 -4.49 5.64 -0.5346
C 3.66 -3.63 7.87 0.9004
F 4.66 -4.39 8.30 -0.2471
F 3.76 -2.43 8.45 -0.2382
F 2.51 -4.19 8.26 -0.2506
H 1.23 -1.23 4.48 0.2436
H 1.27 -3.01 4.65 0.4024
H 1.63 -2.26 3.10 0.2174
H 3.62 -1.09 4.34 -0.1156
H 3.84 -2.78 3.98 0.3661



Which of them is the most stable, and which is the least stable? *ii* and *i*, in that order.



*i*
18
Properties=species:S:1:pos:R:3:mulliken_charge:R:1 method="wB97M-V/def2-TZVPD" gap_ha=0.356
C 1.71 -1.19 0.95 -1.2109
C 0.80 -0.63 0.06 0.7900
C 0.09 -0.91 -1.03 -1.0681
C -0.85 0.13 -1.49 -0.7001
C -1.21 0.82 -0.15 -0.1739
S -2.54 -0.16 0.70 -0.2138
C 0.02 0.91 0.62 -0.3498
S 1.22 2.20 0.13 -0.1817
H 1.70 -2.41 0.97 0.2748
H 1.45 -0.94 2.01 0.2870
H 2.77 -1.01 0.90 0.2891
H 0.27 -1.78 -1.50 0.5912
H -0.31 1.00 -2.06 0.2772
H -1.75 -0.35 -1.93 0.3481
H -1.59 1.88 -0.42 0.3146
H -1.98 -1.37 0.40 0.1462
H -0.05 0.69 1.73 0.4637
H 0.26 3.13 0.11 0.1164



*ii*
18
Properties=species:S:1:pos:R:3:mulliken_charge:R:1 method="wB97M-V/def2-TZVPD" gap_ha=0.311
C -0.22 1.26 -1.72 -1.5980
C -0.15 -0.12 -1.17 0.8158
C 1.11 -0.55 -0.53 -0.4072
S 2.44 -1.28 -1.05 -0.2990
C 0.49 -0.25 0.79 0.8575
C 0.71 -1.01 2.03 -1.5993
C -0.95 -0.33 0.15 -0.6680
S -2.24 0.73 0.77 -0.1720
H -1.24 1.51 -2.09 0.3760
H 0.44 1.35 -2.62 0.3546
H 0.14 2.02 -0.97 0.3574
H -0.39 -0.90 -1.93 0.3529
H 0.72 0.86 1.10 0.1159
H 1.81 -0.92 2.28 0.3567
H 0.52 -2.12 1.96 0.3236
H 0.10 -0.58 2.82 0.3791
H -1.28 -1.35 0.24 0.3564
H -2.00 1.68 -0.06 0.0979



*iii*
18
Properties=species:S:1:pos:R:3:mulliken_charge:R:1 method="wB97M-V/def2-TZVPD" gap_ha=0.339
C 1.67 -0.43 -1.89 -1.5522
C 1.03 -0.18 -0.55 -0.0417
C 0.31 1.09 -0.14 -0.2567
S 0.54 1.58 1.60 -0.1878
C -0.86 0.57 2.04 -0.5941
C -0.85 -0.68 1.18 -0.9162
C -0.45 -0.29 -0.28 0.4145
S -1.58 -0.51 -1.56 -0.2245
H 1.11 0.00 -2.71 0.3566
H 1.83 -1.52 -2.11 0.3061
H 2.62 0.10 -1.88 0.3829
H 1.67 -0.48 0.29 0.3386
H 0.11 1.84 -0.88 0.4514
H -0.81 0.29 3.07 0.4314
H -1.80 1.07 1.88 0.2980
H -0.12 -1.32 1.63 0.2909
H -1.83 -1.18 1.15 0.3759
H -2.61 0.06 -0.86 0.1268



Which of them is the most stable, and which is the least stable? *iii* and *i*, in that order.



*i*
23
Properties=species:S:1:pos:R:3:mulliken_charge:R:1 method="wB97M-V/def2-TZVPD" gap_ha=0.458 charge=+1
C -0.67 -0.09 -2.16 -1.6005
C 0.42 0.16 -1.13 0.1707
C 0.52 1.62 -0.72 -0.4815
C 1.89 2.09 -0.23 -1.2031
N 0.03 -0.65 0.09 -0.3076
H -0.42 0.20 -3.18 0.3894
H -1.59 0.35 -1.78 0.3559
H -0.89 -1.16 -2.27 0.4756
H 1.39 -0.21 -1.42 0.4137
H 0.17 2.20 -1.58 0.4602
H -0.28 1.90 -0.02 0.2841
H 2.52 1.25 0.09 0.3396
H 2.46 2.60 -1.00 0.3161
H 1.78 2.76 0.61 0.3308
H 0.85 -0.98 0.62 0.4787
H -0.64 -0.26 0.76 0.1983
H -0.32 -1.58 -0.15 0.4298
H -3.12 0.16 2.00 0.2953
H -2.07 1.21 2.30 0.3103
O -2.22 0.42 1.75 -0.6561
H 0.27 -2.78 2.42 0.3272
H 0.46 -3.92 1.41 0.3151
O 0.54 -2.96 1.51 -0.6419



*ii*
23
Properties=species:S:1:pos:R:3:mulliken_charge:R:1 method="wB97M-V/def2-TZVPD" gap_ha=0.441 charge=+1
C 0.61 1.91 -1.59 -1.3072
C 0.09 0.54 -1.24 0.3868
N 0.39 -0.12 0.19 -0.2474
C 1.85 -0.45 0.40 -0.7485
C -1.42 0.56 -1.14 -1.2320
H 0.42 2.61 -0.72 0.3318
H 0.25 2.26 -2.58 0.3689
H 1.77 2.10 -1.66 0.3203
H 0.36 -0.10 -2.01 0.2880
H 0.16 0.63 1.04 0.5923
H -0.22 -0.90 0.43 0.4263
H 2.47 0.34 0.02 0.3196
H 1.95 -0.58 1.50 0.2332
H 2.04 -1.35 -0.22 0.3405
H -2.04 0.79 -2.14 0.3638
H -1.88 1.43 -0.51 0.3181
H -1.88 -0.45 -1.08 0.3315
H 0.41 -0.11 3.10 0.3015
H -0.99 -0.58 3.05 0.2392
O -0.36 -0.40 2.47 -0.5702
H -1.63 -2.21 1.46 0.3037
H -1.13 -3.45 0.64 0.3029
O -1.20 -2.49 0.60 -0.6631



Which of them is the most stable, and which is the least stable? *i* and *ii*, in that order.



*i*
23
Properties=species:S:1:pos:R:3:mulliken_charge:R:1 method="wB97M-V/def2-TZVPD" gap_ha=0.444 charge=+1
C -1.32 1.35 -1.36 -1.0297
C -0.89 1.10 0.10 -0.6158
N 0.50 0.44 0.25 -0.1221
C 1.54 1.36 -0.42 -0.2976
C 2.83 1.30 0.40 -1.3171
H -2.39 1.53 -1.27 0.3649
H -1.16 0.48 -1.99 0.3116
H -0.68 2.14 -1.73 0.3289
H -0.76 2.06 0.59 0.4214
H -1.62 0.51 0.65 0.4354
H 0.51 -0.55 -0.02 0.3692
H 0.65 0.58 1.24 0.3439
H 1.15 2.37 -0.30 0.3269
H 1.64 1.02 -1.44 0.3868
H 3.09 0.29 0.71 0.3608
H 3.60 1.74 -0.23 0.3787
H 2.79 1.91 1.31 0.3903
H -3.35 -3.86 -0.32 0.3060
H -2.87 -4.43 1.03 0.3213
O -2.66 -3.79 0.34 -0.6107
H 0.33 -2.99 0.58 0.2773
H -0.85 -2.40 1.18 0.2753
O -0.07 -2.14 0.69 -0.6057



*ii*
23
Properties=species:S:1:pos:R:3:mulliken_charge:R:1 method="wB97M-V/def2-TZVPD" gap_ha=0.443 charge=+1
C -2.11 1.16 -0.96 -1.1031
C -0.59 0.98 -0.80 -0.3844
N -0.28 -0.24 0.07 -0.1055
C 0.18 -1.49 -0.71 -0.3443
C 0.39 -2.74 0.07 -1.2195
H -2.65 0.45 -0.35 0.3737
H -2.32 1.12 -2.04 0.3024
H -2.36 2.07 -0.47 0.3522
H -0.03 1.00 -1.73 0.3955
H 0.00 1.83 -0.29 0.3455
H -1.11 -0.44 0.62 0.3390
H 0.52 -0.03 0.67 0.3175
H 1.08 -1.04 -1.13 0.3903
H -0.65 -1.71 -1.39 0.3310
H -0.51 -3.26 0.41 0.3563
H 0.95 -3.51 -0.44 0.3621
H 0.85 -2.67 1.07 0.3041
H 1.26 -0.36 2.91 0.3372
H -0.21 0.13 3.28 0.3329
O 0.61 0.34 2.81 -0.6784
H 2.90 2.29 -0.30 0.3049
H 2.03 3.54 -0.63 0.3062
O 2.05 2.57 -0.66 -0.6158



Which of them is the most stable, and which is the least stable? *i* and *ii*, in that order.



*i*
10
Properties=species:S:1:pos:R:3:mulliken_charge:R:1 method="wB97M-V/def2-TZVPD" gap_ha=0.293
C 1.35 0.91 -0.30 -1.1110
P -0.12 -0.11 -0.50 0.0734
P -0.76 -0.35 1.55 -0.0899
S -2.54 -1.25 1.45 -0.3547
H 2.11 0.97 -1.08 0.3911
H 1.92 0.79 0.51 0.4237
H 1.20 2.08 -0.30 0.3207
H -0.95 0.75 -1.32 0.0963
H 0.08 -1.10 -1.59 0.1148
H -2.29 -2.70 1.59 0.1356



*ii*
10
Properties=species:S:1:pos:R:3:mulliken_charge:R:1 method="wB97M-V/def2-TZVPD" gap_ha=0.337
C 1.43 -0.37 0.69 -1.0813
P 0.48 -0.66 -0.93 0.0201
P -1.05 0.92 -0.75 -0.0366
S -2.50 -0.10 0.47 -0.2378
H 1.06 0.49 1.32 0.2865
H 2.49 -0.25 0.64 0.3731
H 1.35 -0.98 1.55 0.3974
H 1.43 -0.07 -1.68 0.0525
H -1.41 0.21 -2.31 0.0713
H -3.28 0.83 0.99 0.1546



Which of them is the most stable, and which is the least stable? *ii* and *i*, in that order.